Density functional theory data (wB97M-V/def2-TZVPD) for 8 unconnected molecules or ions with the total composition C6H26BF4N12O7.

```
! RIJCOSX wB97M-V def2-TZVPD def2/J DEFGRID3
* xyz -1 1
B 0.11 0.63 0.12
F -0.71 1.15 -0.81
F 0.11 1.30 1.26
F -0.17 -0.72 0.27
F 1.37 0.76 -0.38
O -3.48 3.38 0.86
H -3.02 2.68 0.38
H -2.84 4.10 0.90
C 5.69 -0.27 2.63
O 6.60 -0.76 3.19
N 5.24 0.90 2.87
N 5.14 -0.88 1.61
H 4.30 1.02 2.53
H 5.59 1.58 3.54
H 5.55 -1.71 1.20
H 4.51 -0.27 1.12
C -0.09 -4.82 4.12
O 0.52 -5.61 4.86
N -0.82 -5.13 3.02
N -0.03 -3.51 4.18
H -1.01 -6.10 2.81
H -1.48 -4.43 2.71
H 0.54 -3.03 4.86
H -0.28 -3.06 3.31
C -4.02 1.27 6.45
O -5.14 1.72 6.35
N -3.24 1.10 5.40
N -3.56 0.69 7.51
H -2.27 0.83 5.47
H -3.50 1.48 4.50
H -2.64 0.28 7.52
H -4.24 0.36 8.18
C -3.23 0.02 -5.95
O -2.73 1.17 -6.14
N -3.51 -0.88 -6.86
N -3.43 -0.36 -4.73
H -3.92 -1.72 -6.48
H -3.28 -0.78 -7.84
H -3.90 -1.22 -4.50
H -2.82 0.07 -4.04
C 2.02 -4.59 -3.10
O 2.63 -5.61 -3.35
N 0.89 -4.63 -2.49
N 2.47 -3.40 -3.38
H 0.57 -3.83 -1.95
H 0.34 -5.47 -2.39
H 2.14 -2.52 -3.02
H 3.39 -3.38 -3.80
C 0.67 6.53 -3.97
O -0.53 6.53 -3.83
N 1.28 7.28 -4.85
N 1.50 5.82 -3.26
H 2.23 7.11 -5.14
H 0.77 7.81 -5.54
H 2.49 5.99 -3.33
H 1.22 5.11 -2.60
*
```

Calculated values
F_max   6.1 eV/A
E_tot   -1852.74905 Ha
HOMO level   -0.284 hartree
ΔE to the lowest compared entry with this formula, charge and spin   41.4 kcal/mol
Gap between HOMO and LUMO   9.78 eV

Per-atom natural (NBO) charges, elementary charge units: 1.30, -0.57, -0.56, -0.58, -0.59, -0.95, 0.48, 0.47, 0.74, -0.68, -0.83, -0.83, 0.38, 0.41, 0.41, 0.38, 0.76, -0.67, -0.85, -0.82, 0.40, 0.38, 0.41, 0.40, 0.74, -0.67, -0.82, -0.82, 0.38, 0.42, 0.38, 0.40, 0.74, -0.69, -0.82, -0.82, 0.38, 0.41, 0.37, 0.43, 0.74, -0.69, -0.82, -0.82, 0.39, 0.40, 0.40, 0.40, 0.74, -0.66, -0.83, -0.82, 0.37, 0.40, 0.37, 0.42

Density functional theory data (wB97M-V/def2-TZVPD) for 7 unconnected molecules or ions with the total composition C6H26NO6.

```
! RIJCOSX wB97M-V def2-TZVPD def2/J DEFGRID3
* xyz 1 1
C 2.46 1.40 -0.20
C 1.21 1.27 0.56
C 1.21 -0.24 1.25
C 0.37 -0.18 2.54
C -0.96 0.08 2.37
C 0.91 -0.38 3.85
N -0.03 1.47 -0.21
H 3.39 1.02 0.23
H 2.66 2.45 -0.48
H 2.49 0.91 -1.23
H 1.20 2.15 1.34
H 2.19 -0.56 1.43
H 0.73 -0.95 0.52
H -1.35 0.16 1.41
H -1.57 0.09 3.23
H 1.20 0.58 4.29
H 0.08 -0.84 4.57
H 1.78 -0.98 4.02
H -0.85 0.99 0.23
H 0.00 1.47 -1.17
H -0.24 2.57 -0.20
H -1.25 -1.85 -0.98
H -2.31 -2.97 -1.04
O -1.79 -2.34 -1.68
H 3.26 -1.60 -2.52
H 1.96 -0.89 -2.84
O 2.73 -0.75 -2.33
H -0.33 3.21 -3.08
H -1.43 2.32 -3.67
O -1.21 2.90 -2.84
H -3.08 -0.47 -0.96
H -3.32 0.52 0.19
O -2.69 0.25 -0.33
H -1.05 -0.43 -3.81
H -1.69 0.13 -2.60
O -0.82 0.13 -2.97
H -1.31 -2.81 1.35
H -1.59 -4.23 0.84
O -0.92 -3.58 0.89
*
```

Calculated values
F_max   8.3 eV/A
E_tot   -750.06603 Ha
HOMO level   -0.459 hartree
ΔE to the lowest compared entry with this formula, charge and spin   94.2 kcal/mol
Gap between HOMO and LUMO   9.68 eV

Per-atom natural (NBO) charges, elementary charge units: -0.69, -0.04, -0.43, 0.07, -0.46, -0.68, -0.72, 0.26, 0.22, 0.27, 0.22, 0.24, 0.23, 0.16, 0.22, 0.24, 0.24, 0.24, 0.48, 0.46, 0.45, 0.47, 0.48, -0.95, 0.49, 0.47, -0.95, 0.47, 0.49, -0.96, 0.51, 0.47, -0.97, 0.49, 0.47, -0.97, 0.47, 0.47, -0.94

Density functional theory data (wB97M-V/def2-TZVPD) for 9 unconnected molecules or ions with the total composition C6H27N10O11.

```
! RIJCOSX wB97M-V def2-TZVPD def2/J DEFGRID3
* xyz -1 1
O -11.57 -0.61 0.20
C -12.33 0.36 -0.17
O -12.64 1.12 0.74
O -12.55 0.47 -1.38
H -11.79 -0.91 -0.68
C -14.14 5.67 1.58
O -14.54 5.71 2.79
N -14.20 6.67 0.77
N -13.57 4.63 1.06
H -13.88 6.63 -0.18
H -14.67 7.54 1.01
H -13.14 4.73 0.15
H -13.58 3.76 1.57
C -9.57 0.30 2.90
O -8.79 0.42 3.77
N -9.29 0.00 1.69
N -10.84 0.47 3.03
H -9.98 -0.27 1.01
H -8.33 -0.28 1.51
H -11.40 0.26 2.22
H -11.30 0.67 3.91
C -14.95 2.91 -2.57
O -14.28 3.86 -2.25
N -16.18 2.86 -3.04
N -14.42 1.76 -2.81
H -16.66 2.02 -3.35
H -16.62 3.76 -2.96
H -15.12 1.04 -2.92
H -13.59 1.52 -2.28
C -16.21 -0.28 0.54
O -17.38 -0.58 0.77
N -15.57 -0.40 -0.59
N -15.52 0.35 1.48
H -14.56 -0.39 -0.51
H -16.14 -0.64 -1.38
H -15.97 0.64 2.34
H -14.59 0.71 1.37
C -12.58 -3.26 -2.33
O -12.99 -3.41 -1.23
N -12.56 -2.12 -2.99
N -12.45 -4.23 -3.20
H -12.32 -2.05 -3.97
H -13.01 -1.36 -2.51
H -12.72 -5.13 -2.84
H -12.09 -4.02 -4.12
O -10.99 1.28 -3.68
H -11.62 0.86 -3.11
H -11.04 0.80 -4.51
O -11.93 3.40 -0.90
H -12.68 3.22 -1.46
H -11.96 2.72 -0.22
O -10.12 -3.15 0.04
H -10.67 -2.36 -0.02
H -9.64 -3.04 0.86
*
```

Calculated values
F_max   6.3 eV/A
E_tot   -1620.24404 Ha
HOMO level   -0.244 hartree
Gap between HOMO and LUMO   8.73 eV

Per-atom natural (NBO) charges, elementary charge units: -0.73, 0.93, -0.77, -0.83, 0.51, 0.74, -0.74, -0.82, -0.82, 0.39, 0.39, 0.42, 0.41, 0.74, -0.69, -0.84, -0.83, 0.40, 0.39, 0.40, 0.40, 0.77, -0.68, -0.84, -0.82, 0.39, 0.40, 0.35, 0.43, 0.75, -0.71, -0.84, -0.84, 0.41, 0.40, 0.40, 0.41, 0.75, -0.65, -0.85, -0.84, 0.38, 0.42, 0.41, 0.38, -0.94, 0.49, 0.45, -0.98, 0.48, 0.48, -0.95, 0.47, 0.47

Ordered LUMO results: 2.04; -2.81; 2.08; unit eV.